Entry 1:
C4H7N3 as an isolated structure, computed with ωB97M-V/def2-TZVPD.

Geometry as XYZ:
```
14
Properties=species:S:1:pos:R:3:lowdin_charge:R:1
N -2.3452 -0.5189 0.3770 0.133
C -1.1335 0.0588 0.0600 -0.424
C 0.1443 -0.5272 -0.1985 -0.167
C 1.2497 -0.0666 0.5944 -0.202
N 2.3788 -0.7193 0.3236 0.023
C 0.3010 1.3931 -0.8958 0.017
N -0.9370 1.3400 -0.1785 -0.016
H -3.1336 -0.2340 -0.1897 0.095
H -2.2984 -1.5204 0.4989 0.092
H 0.1803 -1.4917 -0.7324 0.115
H 3.2290 -0.4754 0.8085 0.081
H 2.4849 -1.4186 -0.4114 0.093
H 0.9332 2.1357 -0.3661 0.008
H -1.4408 2.1133 0.2402 0.153
```

Energy above the lowest of the compared OMol25 structures with the same formula, charge and spin (eV): 5.484
Spin multiplicity: 1

***

Entry 2:
A 2-piece molecular cluster, C6H15P3 overall in a non-equilibrium geometry, computed with ωB97M-V/def2-TZVPD.

Geometry as XYZ:
```
24
Properties=species:S:1:pos:R:3:lowdin_charge:R:1
C 0.8500 2.7743 -0.4282 -0.089
C 0.6882 -3.1533 0.0128 -0.134
C 0.5066 1.4759 -1.1506 -0.273
C 1.5534 -2.0084 0.3232 -0.315
C 0.7957 0.3170 -0.2980 -0.208
C 1.2908 -0.8657 -0.5818 -0.157
P -3.4523 2.3687 0.2936 0.277
P -2.3373 1.2119 1.5207 0.086
P -2.4515 -0.7102 0.5156 0.392
H 0.5486 3.5559 -0.9822 0.027
H 1.8720 2.9495 -0.1277 0.084
H 0.1650 2.6671 0.4059 0.035
H 0.7880 -3.5570 -0.9769 0.071
H -0.3066 -2.7720 0.1061 0.021
H 0.9361 -3.9816 0.7329 0.098
H 0.9551 1.4278 -2.0708 0.075
H -0.5856 1.3694 -1.4154 0.109
H 1.3592 -1.5566 1.4173 0.151
H 2.5993 -2.2440 0.4111 0.095
H 0.8485 0.6084 0.7455 0.096
H 1.2253 -1.1951 -1.6938 0.147
H -2.9549 3.6492 0.6696 -0.225
H -1.3875 -1.2265 1.1829 -0.207
H -3.5060 -1.1048 1.3883 -0.157
```

Energy above the lowest of the compared OMol25 structures with the same formula, charge and spin (eV): 1.020
Spin multiplicity: 1

***

Entry 3:
One molecule with the formula C21H23N3O2 in a non-equilibrium geometry, computed with ωB97M-V/def2-TZVPD.

Geometry as XYZ:
```
49
Properties=species:S:1:pos:R:3:lowdin_charge:R:1
C -2.0209 -1.2445 -2.7935 -0.022
N -1.4212 -0.0133 -2.1215 -0.133
C -0.9086 -0.2763 -0.8939 -0.331
C -1.8485 -0.2229 0.1135 -0.021
C -1.4767 -0.6708 1.3927 0.020
C -0.1426 -1.0327 1.6495 -0.124
C 0.7843 -0.9983 0.6479 -0.193
C 0.4351 -0.5565 -0.6395 0.077
C 2.0954 -1.3793 1.1906 -0.069
C 1.7380 -1.7070 2.6127 -0.136
C 2.3783 -2.3129 3.7483 -0.189
C 3.7702 -2.6617 4.0930 -0.140
C 4.4444 -2.8532 5.3835 -0.034
C 5.6964 -3.2656 5.1524 -0.123
O 5.7984 -3.4176 3.8109 -0.046
C 4.6138 -3.2110 3.1266 -0.012
N 1.4512 -2.5811 4.6717 0.095
N 0.2151 -2.1494 4.1427 0.058
C 0.4286 -1.6420 2.8456 -0.125
C -2.0272 1.3521 -2.3955 -0.234
C -1.3233 1.8296 -3.6739 -0.159
C -1.2228 3.3301 -3.8737 -0.157
C -2.4189 4.0117 -3.3103 -0.433
O -3.6231 3.5026 -3.7807 -0.019
C -2.3479 3.8492 -1.7737 -0.123
C -1.9035 2.4627 -1.2609 -0.129
H -1.6522 -2.2660 -2.4854 0.106
H -3.0650 -1.4360 -2.7413 0.059
H -1.6503 -1.0607 -3.7908 0.068
H -2.8584 0.1027 0.0662 0.110
H -2.1930 -0.8138 2.1627 0.098
H 1.2482 -0.5354 -1.4113 0.140
H 2.7121 -0.4491 1.2041 0.146
H 2.6725 -2.1660 0.5984 0.147
H 4.0033 -2.5955 6.3624 0.116
H 6.5734 -3.5021 5.8177 0.146
H 4.4412 -3.2611 2.0575 0.122
H -0.6614 -2.3524 4.6133 0.144
H -3.1750 1.2618 -2.6442 0.166
H -1.9110 1.3945 -4.4654 0.105
H -0.3383 1.3645 -3.8292 0.128
H -0.3343 3.6766 -3.3858 0.114
H -1.0447 3.6431 -4.8856 0.116
H -2.3746 5.0864 -3.6250 0.156
H -3.3736 2.5501 -3.6787 0.064
H -1.4832 4.5543 -1.3746 0.154
H -3.2993 3.9443 -1.2945 0.100
H -0.8820 2.5429 -0.8848 0.119
H -2.5184 2.1750 -0.4504 0.076
```

Energy above the lowest of the compared OMol25 structures with the same formula, charge and spin (eV): 6.293
SMILES: CN(c1ccc2c(c1)Cc1c(-c3ccoc3)n[nH]c1-2)[C@H]1CC[C@H](O)CC1
Spin multiplicity: 1

***

Entry 4:
One molecule with the formula C3H4O2S in a non-equilibrium geometry, computed with ωB97M-V/def2-TZVPD.

Geometry as XYZ:
```
10
Properties=species:S:1:pos:R:3:lowdin_charge:R:1
C -1.6532 -0.5535 0.0905 -0.295
C 0.6829 -0.5367 0.5168 -0.170
C 0.6543 0.6692 -0.4743 -0.656
O -2.8001 -0.5885 -0.2335 0.197
O -0.5911 -1.2034 0.2265 0.057
S -0.3924 1.9426 0.2789 0.535
H 1.6629 -1.0688 0.3125 0.157
H 0.5264 0.0071 1.3899 0.050
H 1.6700 0.9288 -0.6224 0.044
H 0.2402 0.4032 -1.4850 0.082
```

Energy above the lowest of the compared OMol25 structures with the same formula, charge and spin (eV): 3.399
Spin multiplicity: 1

***

Entry 5:
A 2-piece molecular cluster, C2H8BNO3 overall in a non-equilibrium geometry, computed with ωB97M-V/def2-TZVPD.

Geometry as XYZ:
```
15
Properties=species:S:1:pos:R:3:lowdin_charge:R:1
O 1.6246 -1.0020 -0.8343 0.168
B 2.0732 0.1095 -0.1733 -0.822
O 3.1659 0.1304 0.6364 0.178
O 1.1727 1.2816 -0.2253 0.021
H 0.7846 -1.3279 -1.1337 0.082
H 3.1324 -0.6409 1.1977 0.110
H 1.8580 1.7192 0.5210 0.175
C -1.5001 -0.5980 1.1613 -0.031
N -0.9954 -0.0725 0.0582 -0.123
C -1.8142 0.3189 -1.0033 -0.169
H -0.8696 -0.7856 2.1029 0.079
H -2.5413 -0.5779 1.5812 0.069
H -1.8327 1.4271 -1.0435 0.095
H -1.4351 0.1025 -2.0387 0.094
H -2.8229 -0.0841 -0.8067 0.075
```

Energy above the lowest of the compared OMol25 structures with the same formula, charge and spin (eV): 1.916
SMILES: OB(O)O.C=NC
Spin multiplicity: 1

***

Entry 6:
C18H30AlBeBrClCsFKO13P as an isolated structure in a non-equilibrium geometry, computed with ωB97M-V/def2-TZVPD.

Geometry as XYZ:
```
69
Properties=species:S:1:pos:R:3:lowdin_charge:R:1
C 0.7396 2.0349 2.6420 0.155
C 0.1073 1.0654 2.3756 -0.085
C -0.6473 -0.0928 1.9813 -0.147
O 0.2000 -1.2328 1.7555 0.070
C 0.0653 -1.7592 0.5545 -0.597
O -0.0721 -1.1869 -0.4734 0.182
O 0.0893 -3.1287 0.5981 -0.021
C 1.4346 -3.6364 0.6783 -0.344
C 1.7068 -4.4623 -0.5840 -0.179
C 3.0104 -4.0866 -1.2721 -0.647
Br 3.3380 -2.2078 -1.2915 0.835
H 1.2077 2.9783 2.6344 0.043
H -1.2168 0.1600 1.1007 0.122
H -1.3462 -0.3142 2.7745 0.136
H 1.4617 -4.2835 1.5694 -0.177
H 2.1704 -2.8699 0.8429 0.037
H 1.7224 -5.5285 -0.3887 0.118
H 0.8827 -4.2560 -1.2502 0.134
H 3.8999 -4.4929 -0.7711 -0.159
H 2.9588 -4.4258 -2.2999 0.065
O 2.8836 -3.4384 4.1281 -0.358
P 3.7264 -2.5434 3.2424 -0.125
O 3.7515 -3.1880 1.8226 -0.427
O 5.1328 -2.3908 3.7901 -0.126
O 3.1100 -1.1606 3.2019 -0.153
Cs 0.6602 -5.1228 3.1941 1.271
Al 5.5679 -5.4941 -1.4323 1.141
C -2.1794 3.5238 0.0215 -0.066
C -1.9143 4.0876 1.3948 -0.462
O -2.9608 5.0528 1.5553 -0.046
C -4.0204 4.5841 0.7863 -0.536
O -5.1209 4.9812 0.8698 0.212
O -3.6037 3.6181 -0.0636 0.080
F -0.7211 4.7291 1.4471 0.023
H -1.7219 4.1282 -0.7626 0.122
H -1.8491 2.4940 -0.0838 0.140
H -1.9650 3.3489 2.2003 0.055
C 2.6512 1.3228 -4.7498 -0.151
C 2.5696 -0.1988 -4.5090 -0.539
O 2.5815 -0.8394 -5.7038 -0.532
H 1.7963 1.6833 -5.3328 0.031
H 2.6450 1.8708 -3.8014 0.072
H 3.5743 1.5981 -5.2758 0.058
H 1.6717 -0.3422 -3.8634 0.089
H 3.4082 -0.4241 -3.8028 0.059
Be -2.1838 4.7879 3.8230 0.473
C -1.8190 4.3789 -4.1267 -0.153
C -2.1454 3.2377 -3.1659 -0.172
C -1.7564 2.0173 -3.9899 -0.185
O -0.6824 2.4287 -4.8404 -0.155
C -0.5635 3.8546 -4.8108 -0.202
H -1.6635 5.3377 -3.6362 0.114
H -2.6245 4.4954 -4.8540 0.118
H -1.5137 3.3076 -2.2766 0.076
H -3.1850 3.2167 -2.8440 0.120
H -2.5870 1.6821 -4.6198 0.121
H -1.4271 1.1783 -3.3761 0.117
H 0.3363 4.1128 -4.2414 0.118
H -0.4480 4.2290 -5.8284 0.117
Cl 4.9291 -1.3609 0.5899 0.190
C -3.3493 -2.7226 6.7176 -0.040
C -3.2860 -4.1525 7.3764 -0.410
O -3.1487 -5.0531 6.4158 -0.031
H -4.1988 -2.6462 6.0438 0.075
H -3.4628 -1.9756 7.5062 0.084
H -2.4350 -2.5067 6.1684 0.067
H -4.2021 -4.2279 7.9949 0.117
H -2.4629 -4.0909 8.1195 0.119
K 2.4931 0.3167 -7.5949 0.947
```

Net charge: +1
Spin multiplicity: 1

***

| no. | E_HOMO (eV) |
| --- | --- |
| 1 | -7.0 |
| 2 | -8.8 |
| 3 | -8.1 |
| 4 | -8.3 |
| 5 | -9.3 |
| 6 | -8.9 |